No. 1
Below is C10H15NO2S in the gas phase, with properties calculated with wB97M-V/def2-TZVPD.

Computed properties:
- charge = 0
- E_tot (eV) = -27029.404
- highest occupied orbital energy (eV) = -8.877
- SMILES = CN(CCO)CCC(=O)c1ccsc1

Cartesian coordinates (Å):
1 C -2.536 -1.335 -0.979
2 N -1.607 -0.667 -0.122
3 C -1.190 0.620 -0.600
4 C -2.037 1.650 0.109
5 O -1.731 2.940 -0.512
6 C -0.599 -1.761 -0.005
7 C 0.251 -1.590 1.301
8 C 0.870 -0.152 1.125
9 O 0.515 0.813 1.772
10 C 2.176 0.086 0.380
11 C 2.719 1.442 0.370
12 C 3.954 1.471 -0.235
13 S 4.469 -0.148 -0.700
14 C 2.834 -0.841 -0.280
15 H -2.404 -1.286 -2.150
16 H -2.885 -2.519 -0.728
17 H -3.535 -0.798 -0.910
18 H -0.077 0.748 -0.312
19 H -1.071 0.767 -1.673
20 H -1.993 1.580 1.205
21 H -3.063 1.273 -0.277
22 H -2.006 3.465 0.223
23 H 0.014 -1.553 -0.923
24 H -1.275 -2.676 -0.013
25 H -0.373 -1.538 2.322
26 H 1.125 -2.352 1.353
27 H 2.112 2.082 0.947
28 H 4.656 2.233 -0.320
29 H 2.686 -1.955 -0.367

---

No. 2
Below is 5 unconnected molecules or ions with the total composition CH11NO4, with properties calculated with wB97M-V/def2-TZVPD.

Computed properties:
- charge = 0
- E_tot (eV) = -10894.533
- highest occupied orbital energy (eV) = -10.488
- SMILES = C=N.O.O.O.O

Cartesian coordinates (Å):
1 C -2.368 0.926 -1.390
2 N -2.769 1.229 -0.208
3 H -3.102 0.377 -1.929
4 H -1.367 1.055 -1.717
5 H -2.100 2.001 0.069
6 O 0.662 -2.398 0.885
7 H 1.626 -2.736 1.012
8 H 0.764 -1.827 0.114
9 O 2.040 -1.175 -1.031
10 H 2.998 -1.337 -0.701
11 H 1.963 -0.246 -0.783
12 O -0.312 0.105 1.853
13 H -1.130 0.402 1.408
14 H -0.469 -0.863 1.848
15 O 1.204 1.297 -0.093
16 H 0.725 1.061 0.700
17 H 1.636 2.129 -0.036

---

No. 3
Below is a molecular structure, C45H60BBaN10OPS2Sb, with properties calculated with wB97M-V/def2-TZVPD.

Computed properties:
- charge = +1
- E_tot (eV) = -103454.267
- highest occupied orbital energy (eV) = -10.365

Cartesian coordinates (Å):
1 Ba -0.802 0.142 -0.330
2 C -2.470 4.051 -3.274
3 C -1.545 3.022 -2.944
4 N -1.901 2.440 -1.785
5 N -3.053 3.029 -1.406
6 C -3.413 4.005 -2.270
7 B -3.866 2.737 -0.110
8 N -4.452 1.330 -0.119
9 C -5.723 1.040 -0.454
10 C -5.866 -0.327 -0.431
11 C -4.585 -0.799 -0.110
12 N -3.729 0.218 0.097
13 N -3.018 2.890 1.172
14 C -3.301 3.648 2.269
15 C -2.193 3.633 3.108
16 C -1.307 2.742 2.461
17 N -1.821 2.338 1.291
18 H -2.412 4.605 -4.205
19 H -0.660 2.745 -3.402
20 H -4.290 4.631 -2.022
21 H -4.805 3.492 -0.070
22 H -6.508 1.781 -0.472
23 H -6.740 -0.851 -0.748
24 H -4.267 -1.814 0.032
25 H -4.314 4.093 2.343
26 H -2.042 4.182 4.016
27 H -0.283 2.455 2.701
28 N 0.679 3.936 -0.780
29 C 1.631 3.096 -1.189
30 N 1.485 1.803 -1.245
31 C 2.619 1.153 -1.715
32 C 3.681 1.965 -1.953
33 S 3.221 3.618 -1.722
34 C 2.616 -0.291 -1.957
35 C 3.371 -1.062 -2.791
36 S 2.930 -2.762 -2.653
37 C 1.794 -2.321 -1.438
38 N 1.729 -1.032 -1.168
39 N 0.901 -3.164 -0.831
40 H -0.265 3.659 -0.893
41 H 0.903 4.928 -0.880
42 H 4.676 1.698 -2.241
43 H 4.064 -0.696 -3.534
44 H 1.095 -4.149 -0.919
45 H 0.652 -2.911 0.136
46 O -1.257 -2.144 1.260
47 H -0.965 -2.141 2.213
48 H -2.035 -2.737 1.348
49 C 4.479 -0.194 5.054
50 C 3.605 1.006 5.265
51 C 3.990 1.965 6.251
52 C 3.252 3.078 6.532
53 C 2.104 3.335 5.805
54 C 1.721 2.457 4.769
55 C 2.474 1.290 4.482
56 Sb 1.848 0.184 2.744
57 C 3.755 -0.463 1.777
58 C 3.871 -1.740 1.273
59 C 5.003 -2.201 0.611
60 C 6.077 -1.321 0.467
61 C 5.998 -0.028 0.949
62 C 4.836 0.407 1.600
63 C 4.768 1.839 2.081
64 C 1.100 -1.500 3.785
65 C 1.777 -2.673 4.074
66 C 1.186 -3.750 4.747
67 C -0.088 -3.614 5.246
68 C -0.767 -2.398 5.097
69 C -0.203 -1.355 4.375
70 C -1.003 -0.094 4.151
71 H 5.333 0.202 4.468
72 H 4.149 -1.025 4.496
73 H 4.892 -0.533 6.002
74 H 4.929 1.765 6.772
75 H 3.510 3.754 7.297
76 H 1.408 4.161 5.961
77 H 0.847 2.728 4.160
78 H 3.051 -2.439 1.324
79 H 5.037 -3.235 0.187
80 H 6.940 -1.681 -0.011
81 H 6.858 0.655 0.819
82 H 5.395 2.496 1.505
83 H 5.118 1.884 3.116
84 H 3.751 2.228 1.985
85 H 2.795 -2.792 3.778
86 H 1.692 -4.667 4.932
87 H -0.475 -4.407 5.830
88 H -1.699 -2.300 5.672
89 H -1.999 -0.261 4.587
90 H -1.184 0.070 3.089
91 H -0.543 0.796 4.603
92 C -2.305 -3.880 -2.180
93 C -1.846 -3.310 -3.543
94 C -0.474 -3.895 -3.890
95 P -1.843 -1.438 -3.604
96 C -1.007 -1.036 -5.213
97 C -1.440 0.269 -5.968
98 C 0.480 -0.878 -4.962
99 C -3.711 -1.289 -3.956
100 C -4.095 0.172 -3.731
101 C -4.249 -1.836 -5.310
102 H -2.056 -4.913 -2.002
103 H -3.359 -3.704 -2.055
104 H -1.786 -3.320 -1.399
105 H -2.520 -3.593 -4.358
106 H 0.334 -3.574 -3.265
107 H -0.156 -3.663 -4.892
108 H -0.451 -4.960 -3.833
109 H -1.211 -1.883 -5.957
110 H -1.710 1.012 -5.235
111 H -2.323 0.137 -6.576
112 H -0.645 0.689 -6.560
113 H 0.602 0.030 -4.341
114 H 1.015 -0.687 -5.872
115 H 0.988 -1.688 -4.371
116 H -4.221 -1.903 -3.179
117 H -3.387 0.825 -4.244
118 H -4.045 0.399 -2.677
119 H -5.129 0.336 -4.033
120 H -3.859 -1.361 -6.238
121 H -5.335 -1.700 -5.227
122 H -4.005 -2.888 -5.425

---

No. 4
Below is 8 unconnected molecules or ions with the total composition C33H52BN7O, with properties calculated with wB97M-V/def2-TZVPD.

Computed properties:
- charge = 0
- E_tot (eV) = -48193.537
- highest occupied orbital energy (eV) = -7.098

Cartesian coordinates (Å):
1 C 2.605 2.337 -2.087
2 C 2.307 1.091 -3.062
3 C 1.536 0.025 -2.188
4 C 0.029 0.265 -2.055
5 C -0.539 0.288 -3.452
6 C 0.059 1.383 -4.368
7 N 1.587 1.358 -4.364
8 O 2.207 1.588 -5.375
9 C -0.209 2.826 -3.952
10 C -0.507 1.422 -5.841
11 C 3.720 0.465 -3.355
12 H 3.091 1.977 -1.132
13 H 1.582 2.899 -1.899
14 H 3.345 2.845 -2.709
15 H 1.912 -0.121 -1.101
16 H 1.872 -1.026 -2.588
17 H -0.210 1.110 -1.439
18 H -0.334 -0.677 -1.546
19 H -1.671 0.250 -3.596
20 H -0.276 -0.897 -3.860
21 H 0.058 2.835 -2.823
22 H -1.273 3.105 -4.108
23 H 0.436 3.706 -4.621
24 H -0.139 0.485 -6.380
25 H -0.371 2.259 -6.351
26 H -1.618 1.190 -5.788
27 H 4.378 1.268 -3.968
28 H 3.549 -0.444 -3.633
29 H 4.112 0.289 -2.611
30 B -0.698 -0.047 1.491
31 H -1.501 -0.112 0.466
32 H -0.682 -1.247 1.808
33 H 0.376 0.348 0.977
34 H -1.080 0.758 2.397
35 N 1.706 1.567 3.600
36 C 2.981 1.231 3.974
37 C 3.407 1.926 5.232
38 C 2.113 2.665 5.594
39 C 1.192 2.469 4.417
40 H 1.281 1.189 2.913
41 H 3.799 0.381 3.596
42 H 4.256 2.019 5.894
43 H 2.043 3.113 6.526
44 H 0.186 3.182 4.318
45 N 1.518 -2.660 5.475
46 C 1.671 -2.478 4.140
47 C 2.293 -3.753 3.545
48 C 2.787 -4.414 4.811
49 C 2.144 -3.645 6.021
50 H 0.976 -2.058 5.930
51 H 1.266 -1.713 3.629
52 H 2.544 -3.938 2.489
53 H 3.217 -5.250 4.907
54 H 2.168 -3.888 6.949
55 N -0.402 3.238 0.548
56 C 0.234 4.293 0.142
57 C -0.507 5.040 -0.985
58 C -1.947 4.329 -1.000
59 C -1.630 3.021 -0.189
60 H -0.054 2.446 1.033
61 H 1.200 4.453 0.397
62 H -0.342 5.935 -1.459
63 H -2.697 4.544 -1.696
64 H -2.258 2.138 -0.105
65 N 1.270 -2.331 0.592
66 C 2.601 -2.215 0.765
67 C 3.271 -2.726 -0.516
68 C 2.137 -3.307 -1.251
69 C 0.824 -2.962 -0.579
70 H 0.702 -1.884 1.219
71 H 3.028 -1.750 1.554
72 H 4.308 -2.849 -0.781
73 H 2.217 -3.762 -2.275
74 H -0.361 -3.301 -0.657
75 N -3.241 -2.782 -2.233
76 C -3.174 -1.996 -1.062
77 C -3.772 -0.663 -1.417
78 C -4.020 -0.735 -2.848
79 C -3.663 -2.139 -3.345
80 H -2.907 -3.870 -2.464
81 H -2.818 -2.365 -0.130
82 H -4.012 0.160 -0.735
83 H -4.555 -0.140 -3.499
84 H -3.561 -2.724 -4.249
85 N -3.729 -1.033 2.333
86 C -3.938 -1.601 3.622
87 C -5.434 -1.989 3.568
88 C -5.952 -1.633 2.175
89 C -4.790 -1.017 1.333
90 H -2.644 -0.907 2.189
91 H -3.308 -1.975 4.301
92 H -5.913 -2.333 4.445
93 H -6.898 -1.893 1.816
94 H -4.467 -0.506 0.602

---

No. 5
Below is C6H10O2 in the gas phase, with properties calculated with wB97M-V/def2-TZVPD.

Computed properties:
- charge = 0
- E_tot (eV) = -10477.973
- highest occupied orbital energy (eV) = -9.589
- SMILES = C=C(C)CCC(=O)O

Cartesian coordinates (Å):
1 C 0.951 -1.735 1.637
2 C 0.496 -0.633 1.064
3 C 1.021 0.718 1.316
4 C -0.692 -0.699 0.140
5 C -0.351 -0.213 -1.300
6 C -0.781 1.142 -1.709
7 O -0.208 2.231 -1.620
8 O -1.935 1.052 -2.361
9 H 1.798 -1.453 2.361
10 H 0.708 -2.718 1.645
11 H 1.292 1.219 0.393
12 H 0.338 1.458 1.809
13 H 1.907 0.718 1.885
14 H -1.512 -0.073 0.535
15 H -1.206 -1.812 0.290
16 H -0.500 -0.994 -2.031
17 H 0.751 -0.063 -1.205
18 H -2.075 1.856 -2.849

---

No. 6
Below is a molecular structure, C24H40N6OPtSSi2, with properties calculated with wB97M-V/def2-TZVPD.

Computed properties:
- charge = +2
- E_tot (eV) = -66351.853
- highest occupied orbital energy (eV) = -13.510

Cartesian coordinates (Å):
1 Pt -0.324 -0.647 1.005
2 C -0.734 2.574 3.420
3 C 0.185 1.366 3.150
4 N -0.574 0.208 2.728
5 N -1.624 -0.232 3.516
6 C -2.333 -1.279 3.160
7 N -3.335 -1.731 3.931
8 S -2.002 -2.074 1.649
9 C 1.081 1.712 1.964
10 C 1.962 2.778 2.029
11 C 2.728 3.107 0.927
12 C 2.572 2.378 -0.244
13 C 1.690 1.318 -0.259
14 N 0.990 0.971 0.837
15 H -1.343 2.408 4.313
16 H -1.390 2.768 2.571
17 H -0.151 3.471 3.623
18 H -1.940 0.378 4.258
19 H -3.430 -1.470 4.898
20 H -3.926 -2.469 3.588
21 H 2.044 3.350 2.942
22 H 3.424 3.934 0.974
23 H 3.110 2.634 -1.145
24 H 1.570 0.733 -1.162
25 C 2.914 -1.066 1.847
26 Si 1.318 -1.975 1.743
27 C 1.018 1.074 4.409
28 C 0.756 -2.790 3.290
29 N 1.396 -2.993 0.456
30 C 1.225 -3.190 -0.776
31 C 1.882 -4.295 -1.459
32 C 1.670 -4.517 -2.759
33 C 0.756 -3.683 -3.526
34 C 0.109 -2.644 -2.987
35 C 0.278 -2.280 -1.581
36 N -0.327 -1.307 -1.008
37 Si -1.552 -0.224 -1.918
38 C -2.182 1.168 -0.830
39 C -0.713 0.626 -3.353
40 C -2.973 -1.341 -2.350
41 H 2.907 -0.303 2.623
42 H 3.152 -0.614 0.888
43 H 3.712 -1.774 2.094
44 H 1.540 1.961 4.765
45 H 0.353 0.747 5.210
46 H 1.750 0.285 4.234
47 H 0.397 -2.030 3.986
48 H 1.575 -3.334 3.766
49 H -0.053 -3.484 3.071
50 H 2.534 -4.918 -0.863
51 H 2.163 -5.340 -3.260
52 H 0.597 -3.928 -4.568
53 H -0.566 -2.071 -3.597
54 H -1.657 1.350 0.106
55 H -3.231 0.988 -0.584
56 H -2.136 2.093 -1.409
57 H 0.010 1.359 -2.987
58 H -1.496 1.191 -3.868
59 H -0.209 0.011 -4.091
60 H -3.419 -1.752 -1.442
61 H -2.713 -2.173 -3.002
62 H -3.741 -0.750 -2.854
63 C 5.087 -0.990 -3.141
64 C 4.251 -1.154 -4.407
65 C 2.954 -0.479 -3.999
66 O 2.788 -0.767 -2.596
67 C 4.045 -1.214 -2.054
68 H 5.491 0.022 -3.083
69 H 5.915 -1.692 -3.073
70 H 4.079 -2.212 -4.615
71 H 4.702 -0.701 -5.287
72 H 2.077 -0.850 -4.526
73 H 3.011 0.606 -4.138
74 H 3.963 -2.275 -1.798
75 H 4.256 -0.651 -1.143

---

No. 7
Below is a molecular structure, C3H5F2NO, with properties calculated with wB97M-V/def2-TZVPD.

Computed properties:
- charge = 0
- E_tot (eV) = -12160.593
- highest occupied orbital energy (eV) = -8.920

Cartesian coordinates (Å):
1 C -1.351 0.174 0.428
2 C -0.217 0.229 -0.570
3 C 1.202 -0.927 0.083
4 N 0.554 1.411 -0.700
5 O 0.362 2.303 0.102
6 F 1.513 -0.459 1.233
7 F 2.230 -0.894 -0.750
8 H -2.037 0.806 -0.118
9 H -0.968 0.451 1.406
10 H -1.658 -0.917 0.317
11 H -0.396 -0.321 -1.464
12 H 0.765 -1.858 0.034

---

Here are the calculated molecular weight numbers, same order: 213.3; 101.1; 1122.1; 573.6; 114.1; 711.9; 109.1 (g/mol).
Here are the calculated F_max numbers, same order: 5.69; 3.19; 3.13; 17.00; 5.81; 2.33; 5.53 (eV/A).
Here are the calculated ΔE to the lowest compared entry with this formula, charge and spin numbers, same order: 419.51; 144.04; 65.89; 418.21; 115.53; 35.93; 414.15 (kJ/mol).